Density functional theory data (wB97M-V/def2-TZVPD) for C68H59AsF2MgN2O2Si2Te as an isolated structure.

The geometry in XYZ format:
```
138
Properties=species:S:1:pos:R:3:mulliken_charge:R:1
Mg 1.34551 -1.57820 -0.04865 1.727
C -0.54517 1.93037 6.21397 -1.484
C -0.24670 1.14814 4.95645 0.533
C -0.86175 -0.05155 4.69537 -1.186
C -0.54604 -0.79575 3.53137 1.339
C -1.20006 -2.10678 3.36108 -0.311
O -2.31242 -2.35382 3.79001 -0.739
C -0.43962 -3.25721 2.71267 0.713
C -1.13937 -4.39446 2.31711 -0.359
C -0.46838 -5.51820 1.84328 -0.696
C 0.92159 -5.51523 1.76824 -0.178
C 1.62669 -4.38929 2.17218 -0.410
C 0.94907 -3.26916 2.64514 -0.664
C 0.33361 -0.27346 2.56788 -0.712
O 0.53590 -0.89960 1.44810 0.355
C 1.00717 0.97829 2.82811 0.233
C 0.68681 1.63712 4.01460 -0.574
C 2.07662 1.51928 1.95292 0.045
N 1.80060 1.89687 0.53959 1.568
C 2.88636 1.59306 -0.42630 1.636
C 3.11881 2.56806 -1.59893 -0.673
Te 4.53232 4.17582 -1.38833 0.175
C 3.10059 5.67080 -0.98584 -0.255
C 3.18885 6.43361 0.17694 -0.217
C 2.25148 7.43091 0.43600 -0.485
C 1.21661 7.66785 -0.45917 -0.468
C 1.11929 6.90332 -1.61603 -0.439
C 2.05946 5.91405 -1.88342 -0.298
C 3.30319 1.92139 2.55083 -0.009
C 4.06989 3.03738 2.08475 0.418
C 5.28881 3.39854 2.65252 -0.446
C 5.83036 2.69338 3.72410 -0.881
C 5.09168 1.59805 4.22258 -0.583
C 3.88994 1.21780 3.66653 -0.632
H -1.29023 1.41421 6.82662 0.373
H -0.93065 2.92905 5.97836 0.318
H 0.35868 2.06739 6.81854 0.294
H -1.58356 -0.47305 5.38878 0.288
H -2.21903 -4.38984 2.41875 0.469
H -1.02802 -6.39873 1.54362 0.359
H 1.45037 -6.38626 1.39852 0.388
H 2.70925 -4.37399 2.11806 0.374
H 1.50907 -2.40273 2.98383 0.533
H 1.19646 2.57846 4.20994 0.567
H 2.70226 0.60904 -0.89235 -2.569
H 3.80906 1.48585 0.14102 0.648
H 2.20546 3.06194 -1.91690 -0.694
H 3.49659 2.01309 -2.46129 0.706
H 3.97707 6.23035 0.89701 0.303
H 2.32068 8.00739 1.35211 0.373
H 0.48162 8.43797 -0.25153 0.359
H 0.30721 7.07447 -2.31581 0.365
H 1.97075 5.31638 -2.78529 0.550
H 3.64883 3.64073 1.29253 -0.100
H 5.81824 4.26594 2.25671 0.326
H 6.78847 2.96950 4.15602 0.329
H 5.48865 1.02668 5.05842 0.363
H 3.36433 0.34871 4.05375 0.214
C -1.34475 1.48007 0.72663 0.542
Si 0.18599 2.36561 0.10625 -1.034
C -0.04098 4.07651 0.87387 -1.343
C -0.07891 2.42222 -1.78487 0.155
C -0.56060 3.64871 -2.28055 -0.455
C -0.84681 3.84977 -3.62647 -0.751
C -0.65790 2.80552 -4.52407 -1.000
C -0.20575 1.57728 -4.05251 -0.483
C 0.08888 1.34158 -2.69943 1.442
Si 0.66343 -0.45605 -2.27036 0.397
C -0.48698 -1.55306 -3.37065 -1.077
C 2.22390 -0.63489 -3.39213 -1.408
H -2.22834 1.98117 0.29908 0.644
H -1.43242 1.52442 1.81919 0.569
H -1.34786 0.42411 0.43087 -1.766
H -0.78647 4.71357 0.36256 0.535
H 0.91159 4.61878 0.90744 -0.098
H -0.39066 3.93380 1.91070 0.347
H -0.70690 4.47867 -1.59431 0.101
H -1.20675 4.81506 -3.97014 0.325
H -0.87296 2.94106 -5.58021 0.332
H -0.07889 0.76298 -4.76630 0.085
H -0.39182 -1.33811 -4.44540 0.531
H -1.54993 -1.47163 -3.11666 0.153
H -0.19679 -2.60504 -3.22328 0.205
H 2.02743 -0.35313 -4.44002 0.405
H 2.53431 -1.69378 -3.38216 0.330
H 3.08550 -0.05196 -3.03903 0.163
F 6.89246 -1.39227 -0.60661 -0.377
C 5.73431 -2.04774 -0.73804 0.507
C 4.61305 -1.60666 -0.07391 -0.499
C 3.39903 -2.29629 -0.19227 0.292
C 3.38266 -3.45481 -1.01556 -0.226
C 4.53922 -3.83038 -1.68609 0.687
F 4.54485 -4.88937 -2.54132 -0.399
C 5.72956 -3.15310 -1.56889 -1.095
C 2.09640 -4.22136 -1.11830 0.101
C 1.97513 -5.54252 -1.55825 -0.790
C 0.73164 -6.15507 -1.56882 -1.163
C -0.39051 -5.46083 -1.16008 -0.642
C -0.20876 -4.16129 -0.73598 -0.640
N 0.99468 -3.56380 -0.70731 0.679
H 4.68935 -0.71737 0.55170 0.393
H 6.60981 -3.47566 -2.10817 0.465
H 2.84920 -6.08643 -1.87779 0.568
H 0.64364 -7.18675 -1.89228 0.347
H -1.37725 -5.91119 -1.16307 0.706
H -1.04436 -3.55491 -0.40681 -0.013
C -5.87448 0.15073 2.88438 -0.572
C -5.70918 0.93956 1.75118 -0.796
C -4.91191 0.49972 0.69952 0.056
C -4.27814 -0.73886 0.77145 0.671
C -4.45183 -1.52352 1.91003 -0.256
C -5.24320 -1.08391 2.96275 -0.568
As -3.00626 -1.38283 -0.58239 1.701
C -4.10720 -2.85799 -1.24204 0.148
C -4.17967 -4.14080 -0.71166 -0.388
C -4.96853 -5.10245 -1.32960 -0.785
C -5.66874 -4.77898 -2.48521 -0.797
C -5.58506 -3.49915 -3.02460 -0.695
C -4.80039 -2.53235 -2.40701 0.314
C -4.58732 -1.13691 -2.88154 0.708
C -5.15309 -0.57232 -4.01687 -0.545
C -4.84438 0.73694 -4.37018 -0.825
C -3.96957 1.48685 -3.59426 -0.853
C -3.39641 0.92824 -2.45872 0.106
C -3.71315 -0.37700 -2.09807 -0.773
H -6.47721 0.50738 3.71132 0.338
H -6.18793 1.90925 1.68970 0.395
H -4.78887 1.12570 -0.17386 0.277
H -3.93942 -2.47789 1.99113 0.088
H -5.33195 -1.69217 3.85521 0.387
H -3.62094 -4.39279 0.18531 0.338
H -5.02857 -6.10292 -0.91990 0.447
H -6.27557 -5.52998 -2.97589 0.364
H -6.12611 -3.26264 -3.93383 0.349
H -5.82888 -1.15295 -4.63543 0.366
H -5.27880 1.16814 -5.26396 0.403
H -3.70833 2.49739 -3.88041 0.421
H -2.69485 1.50913 -1.87173 0.050
```

- Energy relative to the best compared isomer or geometry (same formula, charge and spin): 0.00 kcal/mol
- Orbital gap: 3.45 eV
- Charge: -2
- Molar mass: 1257.23 u
- HOMO energy: 0.3 eV